The following is a DFT calculation (ωB97M-V/def2-TZVPD) of 4 unconnected molecules or ions with the total composition C3H14O4S2 in a non-equilibrium geometry.

Highest occupied orbital energy ... -8.63 eV
Structure (SMILES) ... OCCCSS.O.O.O
HOMO-LUMO gap ... 9.20 eV

Structure (ORCA input):
```
! wB97M-V def2-TZVPD RIJCOSX def2/J DEFGRID3
* xyz 0 1
C 1.85990 -0.53827 1.04086
C 1.58536 -1.41199 -0.16050
O 2.19757 -0.90274 -1.35990
C 0.75887 -0.62310 2.12684
S 0.14664 1.02689 2.59402
S -1.34561 1.50003 1.24774
H 1.93817 0.50845 0.73062
H 2.86240 -0.67158 1.44040
H 1.96476 -2.43241 -0.06308
H 0.51076 -1.50188 -0.34743
H 2.75298 -0.14632 -1.13281
H 1.04120 -1.08363 3.07299
H -0.02836 -1.23859 1.68744
H -2.18345 0.45038 1.32753
H -1.19063 -2.77500 -2.61137
H -0.68510 -1.36419 -2.45362
O -1.36397 -1.97329 -2.10444
H -1.98793 0.47180 -3.28061
H -2.48958 -0.48237 -2.35956
O -2.37223 0.49936 -2.39107
H 1.15468 0.10445 -2.51102
H -0.11629 0.91413 -2.40544
O 0.31466 0.26851 -2.98356
*
```

Population analysis type Löwdin, resulting atomic charges in e:
1. C -0.25
2. C -0.24
3. O -0.09
4. C -0.53
5. S 0.41
6. S 0.30
7. H 0.09
8. H 0.11
9. H 0.12
10. H 0.10
11. H 0.09
12. H 0.07
13. H 0.07
14. H -0.18
15. H 0.06
16. H 0.01
17. O -0.07
18. H 0.03
19. H 0.02
20. O -0.10
21. H 0.02
22. H 0.04
23. O -0.08

The following is a DFT calculation (ωB97M-V/def2-TZVPD) of a gas-phase ion, C4H11N2 (charge +1) in a non-equilibrium geometry.

Highest occupied orbital energy ... -12.30 eV
Structure (SMILES) ... NCC/C=C/[NH3+]
HOMO-LUMO gap ... 8.58 eV

Structure (ORCA input):
```
! wB97M-V def2-TZVPD RIJCOSX def2/J DEFGRID3
* xyz 1 1
C -0.51739 -1.00911 1.46368
C -1.26595 -0.79597 0.12848
C -0.76846 0.16893 -0.87524
C 0.45274 0.68823 -0.83886
N 0.83861 1.82499 -1.70026
N 0.93411 -1.08302 1.53958
H -0.77725 -0.28648 2.23922
H -0.78860 -2.00583 1.83279
H -1.34310 -1.79982 -0.29769
H -2.24206 -0.48894 0.50282
H -1.48178 0.52620 -1.60522
H 1.16839 0.25520 -0.11808
H 0.23954 2.09314 -2.48647
H 1.78746 1.62708 -2.02847
H 0.89630 2.69073 -1.15427
H 1.54176 -0.40199 1.94504
H 1.32567 -2.00337 1.45295
*
```

Population analysis type Löwdin, resulting atomic charges in e:
1. C -0.25
2. C -0.17
3. C -0.06
4. C -0.09
5. N 0.20
6. N -0.03
7. H 0.12
8. H 0.12
9. H 0.13
10. H 0.12
11. H 0.12
12. H 0.11
13. H 0.18
14. H 0.17
15. H 0.18
16. H 0.07
17. H 0.08

The following is a DFT calculation (ωB97M-V/def2-TZVPD) of C5H13NO in the gas phase in a non-equilibrium geometry.

Highest occupied orbital energy ... -8.83 eV
Structure (SMILES) ... CC[C@H](C)NCO
HOMO-LUMO gap ... 9.79 eV

Structure (ORCA input):
```
! wB97M-V def2-TZVPD RIJCOSX def2/J DEFGRID3
* xyz 0 1
C 1.32299 0.14123 -1.22130
C 0.44711 0.56524 -0.10467
C -0.83723 0.93644 -0.70941
C -1.70915 1.51591 0.33990
N 0.40247 -0.31206 1.09597
C 0.77850 -1.84626 0.88031
O 0.01426 -2.57358 -0.08764
H 2.00138 0.99753 -1.47964
H 0.68310 -0.38532 -1.96529
H 2.03791 -0.55437 -0.85553
H 0.74183 1.55004 0.53109
H -0.71429 1.68317 -1.47346
H -1.41677 0.19791 -1.24278
H -1.90052 0.79313 1.22014
H -2.77021 1.60100 0.07121
H -1.34413 2.39435 0.76553
H 0.78079 0.03924 1.93422
H 1.71801 -2.01850 0.38277
H 0.69530 -2.31850 1.85561
H -0.93134 -2.40660 0.06295
*
```

Population analysis type Löwdin, resulting atomic charges in e:
1. C -0.07
2. C -0.46
3. C -0.29
4. C -0.14
5. N 0.01
6. C -0.21
7. O -0.07
8. H 0.11
9. H 0.10
10. H 0.04
11. H 0.18
12. H 0.12
13. H 0.11
14. H 0.10
15. H 0.07
16. H 0.05
17. H 0.07
18. H 0.09
19. H 0.11
20. H 0.09

The following is a DFT calculation (ωB97M-V/def2-TZVPD) of a molecular structure, CH3ClO5S2 in a non-equilibrium geometry.

Highest occupied orbital energy ... -10.91 eV
HOMO-LUMO gap ... 8.67 eV

Structure (ORCA input):
```
! wB97M-V def2-TZVPD RIJCOSX def2/J DEFGRID3
* xyz 0 1
C -0.04428 -0.20255 -0.28362
O -1.20689 -2.87789 0.74118
O -1.60960 -1.90614 -1.42470
O -3.18547 -1.43331 0.45461
O -3.32238 1.31537 1.54712
O -1.05127 -0.38869 0.73000
S -1.68264 -1.78546 -0.03167
S -4.15998 0.35928 0.89936
Cl -4.20447 0.40599 -1.10257
H 0.76538 -0.95816 -0.19424
H 0.18911 0.80602 -0.19329
H -0.48666 -0.40731 -1.18008
*
```

Population analysis type Löwdin, resulting atomic charges in e:
1. C -0.14
2. O -0.23
3. O -0.24
4. O -0.58
5. O -0.42
6. O -0.25
7. S 0.53
8. S 0.76
9. Cl 0.36
10. H 0.12
11. H 0.08
12. H 0.02

The following is a DFT calculation (ωB97M-V/def2-TZVPD) of 2 unconnected molecules or ions with the total composition C10H8N2O3 in a non-equilibrium geometry.

Highest occupied orbital energy (alpha / beta) ... -6.67 / -8.31 eV
HOMO-LUMO gap (alpha / beta) ... 7.14 / 7.55 eV

Structure (ORCA input):
```
! wB97M-V def2-TZVPD RIJCOSX def2/J DEFGRID3
* xyz 0 3
C 1.07406 1.48286 -2.29997
C 2.10283 0.84825 -1.69876
C -0.12466 1.72830 -1.63067
C 1.94353 0.34192 -0.41222
C -1.34829 1.82215 0.51405
C -0.11081 -0.39700 2.37355
C -0.29232 1.36435 -0.26886
C 0.74798 0.52057 0.32197
C 1.35548 -2.67462 -0.68892
C -2.32734 -0.43308 1.60269
N 0.75223 0.10750 1.59453
N -1.34479 -1.12022 2.14565
O 1.79229 -2.61452 -1.73550
O 0.93277 -2.95080 0.32181
O -3.47204 -1.06044 1.26409
H 1.09452 1.71641 -3.39829
H 2.96783 0.57648 -2.18989
H -0.80947 2.26019 -2.26415
H 2.77888 -0.30160 -0.12048
H -2.29539 1.97815 -0.07918
H 0.06032 -0.59085 3.40035
H -1.30574 -2.21092 2.19262
H -4.17187 -0.39309 1.05559
*
```

Population analysis type Löwdin, resulting atomic charges in e:
1. C -0.11
2. C -0.11
3. C -0.05
4. C -0.04
5. C 0.14
6. C -0.14
7. C -0.28
8. C -0.25
9. C -0.48
10. C -0.20
11. N 0.14
12. N 0.03
13. O 0.23
14. O 0.22
15. O 0.01
16. H 0.12
17. H 0.08
18. H 0.10
19. H 0.12
20. H 0.06
21. H 0.11
22. H 0.19
23. H 0.12

Relative energy (zero: lowest compared OMol25 entry of this formula, charge and spin)? In order: 0.00; 225.75; 251.37; 10.69; 322.45 kJ/mol.
E_tot? In order: -33198.2654; -7298.6083; -8931.4055; -45511.9018; -19615.8195 eV.